An isolated molecule of C5H10O, computed with wB97M-V/def2-TZVPD.

Structure (ORCA input):
```
! RIJCOSX wB97M-V def2-TZVPD def2/J DEFGRID3
* xyz 0 1
C 2.11 -0.47 -0.42
O 1.76 0.70 0.26
C 0.48 0.67 0.86
C -0.67 0.67 -0.12
C -2.00 0.17 0.35
C -1.22 -0.61 -0.67
H 1.42 -0.71 -1.24
H 3.11 -0.31 -0.83
H 2.14 -1.34 0.26
H 0.38 -0.20 1.53
H 0.44 1.57 1.48
H -0.67 1.53 -0.79
H -2.89 0.71 0.02
H -2.06 -0.22 1.36
H -0.76 -1.54 -0.34
H -1.58 -0.62 -1.70
*
```

The HOMO energy is -0.356 hartree. For the orbital gap, the calculation gives 10.9 eV. The largest force on an atom comes out at 0.3 eV/A. The energy above the lowest of the compared OMol25 structures with the same formula, charge and spin is 148.3 kJ/mol.

The computed Mulliken charges, all in e, follow: -0.653 -0.340 -0.636 0.122 -0.661 -0.581 0.269 0.248 0.277 0.351 0.273 0.323 0.261 0.233 0.263 0.250